Below is C49H42LiN5O2P2 as an isolated structure in a non-equilibrium geometry, with properties calculated with ωB97M-V/def2-TZVPD.

Computed properties:
**Maximum force**: 1.32 eV/Å
**Energy above the lowest of the compared OMol25 structures with the same formula, charge and spin**: 0.539 eV
**HOMO**: -0.287 hartree
**Spin multiplicity**: 1
**LUMO level**: 0.3 eV

```
101
Properties=species:S:1:pos:R:3:forces:R:3:mulliken_charge:R:1
Li 0.3083 0.2467 0.3254 0.33 0.03 -0.08 1.70
C -0.6177 2.5714 2.5942 -0.12 -0.05 -0.16 -1.19
C 0.4803 1.5566 2.5844 0.02 0.88 0.55 0.81
O 0.3011 0.3975 2.2406 0.06 -0.22 -0.05 -0.89
N 1.6858 1.9870 3.0055 0.27 0.20 -0.04 -0.15
C 2.8699 1.1738 2.8289 -0.06 -0.26 0.02 -0.29
C 3.4076 1.2538 1.4186 0.46 0.05 0.19 0.61
C 4.7694 1.3091 1.1446 -0.20 -0.07 0.00 -1.10
C 5.1784 1.3418 -0.1804 -0.09 0.01 -0.02 -0.57
C 4.2195 1.3634 -1.1802 0.11 -0.01 0.07 -0.71
C 2.8865 1.3350 -0.8002 0.19 0.09 -0.34 -0.22
N 2.4957 1.2608 0.4578 -0.41 -0.22 0.23 0.33
H -0.8205 2.8037 1.5482 -0.05 0.09 0.00 0.10
H -0.3540 3.4753 3.1336 0.01 0.09 0.05 0.42
H -1.5198 2.1315 3.0121 -0.03 -0.08 0.06 0.21
H 1.8268 2.9832 3.0856 -0.15 -0.10 0.05 0.27
H 2.5744 0.1367 3.0197 0.11 0.11 0.10 -0.23
H 3.6219 1.4712 3.5624 -0.03 -0.07 -0.09 0.42
H 5.4884 1.3219 1.9495 0.07 -0.01 0.09 0.47
H 6.2310 1.3630 -0.4221 0.08 0.03 -0.04 0.44
H 4.4902 1.4040 -2.2246 -0.03 0.00 -0.09 0.42
H 2.0875 1.3817 -1.5215 -0.01 0.03 -0.14 0.53
C -2.5073 -6.4927 -2.6102 0.11 0.11 0.05 -1.94
C -1.2222 -5.8376 -2.0807 0.04 -0.20 -0.06 1.56
C -0.0792 -6.8677 -2.0783 -0.09 0.10 0.02 -1.64
C -0.8213 -4.6826 -2.9815 -0.09 0.03 0.28 0.49
C -0.7524 -4.8286 -4.3632 0.01 0.12 0.10 -0.26
C -0.3742 -3.7791 -5.1797 -0.01 -0.05 -0.17 -1.41
C -0.0425 -2.5530 -4.6328 0.00 -0.08 0.16 -0.25
C -0.0741 -2.3816 -3.2588 0.13 -0.20 0.55 -0.07
P 0.2667 -0.8031 -2.3681 -0.16 0.04 -0.71 2.03
C -1.3113 -0.0290 -2.8785 0.10 0.08 0.08 0.70
C -1.5344 0.5007 -4.1436 -0.07 -0.02 0.08 -0.37
C -2.7426 1.1055 -4.4369 -0.06 -0.05 -0.15 -0.75
C -3.7448 1.1618 -3.4837 -0.08 -0.05 0.01 -0.84
C -3.5423 0.5977 -2.2346 -0.16 -0.03 0.01 -0.34
C -2.3324 0.0010 -1.9355 0.14 -0.13 -0.04 -0.15
C 1.4828 -0.1197 -3.5544 0.06 0.07 0.17 -0.04
C 2.5351 -0.9434 -3.9511 -0.06 0.02 0.07 -0.90
C 3.5329 -0.4657 -4.7791 0.08 -0.01 -0.04 -0.75
C 3.4994 0.8498 -5.2135 0.07 0.06 -0.01 -0.75
C 2.4849 1.6903 -4.7847 0.08 0.14 -0.07 -0.64
C 1.4866 1.2148 -3.9520 -0.06 -0.13 0.06 -0.31
C -0.4716 -3.4467 -2.4504 0.13 0.03 -0.82 -0.66
O -0.4899 -3.1655 -1.1167 0.03 -0.33 -0.06 -0.20
C -1.0823 -4.0583 -0.2791 -0.43 -0.39 0.58 -1.38
C -1.3141 -3.5798 1.0128 0.03 0.31 -0.53 0.55
C -1.9264 -4.4048 1.9402 0.04 0.03 -0.13 -0.15
C -2.2612 -5.7003 1.5892 -0.04 -0.14 0.11 -1.56
C -2.0193 -6.1600 0.3078 0.01 0.14 0.04 0.01
C -1.4519 -5.3427 -0.6635 0.15 0.18 -0.18 0.65
P -0.7054 -1.8727 1.3376 -0.31 -0.78 0.49 1.48
C 0.7777 -2.3952 2.2699 0.04 0.06 0.06 0.95
C 0.7466 -3.0491 3.4979 0.04 -0.04 -0.12 -0.15
C 1.9254 -3.3719 4.1466 0.03 -0.05 0.11 -0.88
C 3.1447 -3.0644 3.5646 0.11 -0.02 0.00 -0.74
C 3.1832 -2.4622 2.3183 0.19 -0.09 -0.05 -0.42
C 2.0053 -2.1326 1.6739 -0.12 -0.01 0.03 -0.37
C -1.9384 -1.3900 2.5901 -0.01 0.21 -0.10 0.56
C -1.6633 -0.9984 3.8939 0.03 -0.08 -0.06 -0.80
C -2.6795 -0.5191 4.7023 -0.05 0.04 0.15 -0.78
C -3.9696 -0.4014 4.2136 -0.05 0.05 0.04 -0.63
C -4.2467 -0.7604 2.9045 -0.13 0.02 0.04 -0.77
C -3.2373 -1.2522 2.1010 0.13 -0.09 -0.01 -0.58
H -2.3684 -6.8530 -3.6248 0.00 -0.06 -0.11 0.41
H -3.3237 -5.7736 -2.6073 -0.09 0.03 -0.01 0.41
H -2.7897 -7.3436 -1.9972 -0.05 -0.09 0.05 0.43
H 0.0856 -7.2440 -3.0849 0.04 -0.07 -0.12 0.41
H -0.3194 -7.7055 -1.4281 -0.02 -0.12 0.08 0.41
H 0.8433 -6.4096 -1.7267 0.08 0.01 0.04 0.37
H -0.9995 -5.7772 -4.8157 -0.03 -0.10 -0.01 0.39
H -0.3413 -3.9196 -6.2498 0.00 0.00 -0.09 0.42
H 0.2453 -1.7342 -5.2733 0.05 0.08 -0.07 0.47
H -0.7599 0.4619 -4.8957 0.01 0.04 -0.05 0.29
H -2.8906 1.5565 -5.4062 -0.04 0.05 -0.06 0.37
H -4.6769 1.6551 -3.7127 -0.06 0.08 -0.01 0.31
H -4.3170 0.6462 -1.4824 -0.08 -0.02 0.03 0.48
H -2.1543 -0.4339 -0.9596 -0.05 0.08 0.09 0.08
H 2.5561 -1.9732 -3.6186 0.05 -0.06 -0.02 0.48
H 4.3339 -1.1204 -5.0904 0.06 -0.06 -0.04 0.41
H 4.2651 1.2195 -5.8793 0.07 0.05 -0.04 0.36
H 2.4675 2.7225 -5.1039 -0.02 0.08 -0.03 0.43
H 0.7014 1.8770 -3.6138 -0.05 0.09 -0.02 0.39
H -2.1519 -4.0307 2.9281 -0.02 0.02 0.09 0.40
H -2.7124 -6.3575 2.3172 -0.07 -0.05 0.06 0.40
H -2.2863 -7.1760 0.0614 -0.04 -0.10 -0.06 0.40
H -0.1987 -3.3277 3.9393 -0.06 0.05 0.08 0.36
H 1.9002 -3.8711 5.1063 -0.04 -0.01 0.02 0.46
H 4.0644 -3.3128 4.0737 0.08 -0.03 0.04 0.39
H 4.1311 -2.2547 1.8433 0.10 0.04 -0.03 0.51
H 2.0309 -1.6684 0.6959 0.07 0.09 -0.08 0.03
H -0.6534 -1.0505 4.2743 0.01 0.00 0.02 0.38
H -2.4622 -0.2312 5.7211 0.02 0.03 0.08 0.42
H -4.7557 -0.0200 4.8471 -0.08 0.04 0.07 0.39
H -5.2469 -0.6485 2.5118 -0.07 -0.01 -0.03 0.45
H -3.4483 -1.5296 1.0750 -0.06 -0.02 -0.06 0.34
N -0.3138 1.7596 -0.5438 -0.05 -0.04 -0.18 -0.89
C -0.8803 2.5809 -1.1580 0.69 -0.74 0.63 0.67
N -1.4373 3.5816 -1.6444 -0.16 1.10 0.71 -0.86
C -2.0031 3.8678 -2.7591 -0.25 0.04 -0.69 0.57
N -2.5232 4.2311 -3.7237 -0.30 0.21 -0.61 -0.67
```
Forces are in eV/Å.